# 1
The following is a DFT calculation (ωB97M-V with the def2-TZVPD basis set) of a molecular structure, C54H52Cl2N4O4P2Si2W in a non-equilibrium geometry.

```
121
Properties=species:S:1:pos:R:3:forces:R:3:mulliken_charge:R:1
W -0.060 0.039 -0.235 -0.9 1.1 -0.9 4.332
Cl -2.878 -5.033 1.155 0.0 0.0 0.0 -0.144
Cl -1.014 -6.097 -0.832 0.0 0.0 0.0 -0.187
P -3.590 -0.508 1.294 0.0 0.0 0.0 0.488
P -3.360 1.788 -0.579 0.0 -0.1 -0.1 0.260
Si 0.757 2.469 -0.319 -0.1 -0.1 0.3 1.179
Si -0.779 -1.673 -2.016 0.3 -0.5 0.6 1.069
O -2.257 -0.789 0.711 0.2 -0.3 -0.1 0.034
O -0.621 -2.747 1.016 0.0 -0.1 0.2 -0.277
O -1.126 -3.212 -1.132 0.0 0.2 -0.3 -0.488
O -1.959 1.337 -0.829 0.2 0.0 0.0 -1.240
N 1.556 -1.359 0.201 -0.3 0.0 0.1 -0.608
N 1.564 -0.189 0.976 0.5 -0.2 0.4 -0.468
N -0.176 0.672 2.000 -0.2 -0.1 0.2 0.458
N 1.323 0.342 -1.815 -0.4 0.4 -1.0 1.360
C 0.504 -2.344 -3.208 -0.1 -0.1 -0.1 -1.552
C -7.221 -2.079 0.338 0.1 0.0 -0.1 -0.717
C -6.142 0.616 -4.002 -0.1 0.0 0.0 -0.780
C 2.037 3.216 -4.340 0.1 0.0 -0.1 -0.834
C 1.167 2.889 -5.598 0.1 0.1 0.1 -0.769
C -2.367 -1.669 -3.021 0.1 0.2 -0.1 -1.192
C 3.574 -0.229 -2.694 0.0 -0.2 0.2 -0.881
C 2.651 -1.248 -0.702 -0.2 0.1 0.0 -0.471
C -4.458 -0.140 3.951 0.0 0.0 0.0 -0.337
C 4.707 -1.014 -2.551 0.0 0.0 0.0 -0.927
C -6.893 -2.930 -0.715 -0.1 0.0 0.1 -0.703
C -2.678 4.237 -1.533 -0.2 0.0 0.0 0.348
C -5.580 -3.059 -1.130 0.1 0.0 0.0 -1.259
C 0.361 -0.475 4.449 0.0 0.0 -0.1 -0.588
C -2.775 5.611 -1.680 0.0 -0.1 0.0 -0.917
C 2.557 2.667 0.201 0.0 0.2 0.0 -1.739
C -0.162 3.698 0.796 0.1 0.0 0.0 -1.654
C -4.905 -1.464 0.534 0.0 0.0 -0.1 0.622
C -3.676 -0.856 3.051 0.0 0.0 0.0 0.953
C -3.732 -1.595 5.716 0.0 0.0 0.0 -0.525
C -4.578 -2.327 -0.504 -0.1 0.0 0.0 -0.261
C 1.515 4.702 -4.433 0.1 0.0 0.0 0.157
C 4.813 -1.919 -1.499 -0.1 0.0 0.0 -0.732
C -3.685 6.326 -0.916 0.0 0.0 0.0 -0.801
C -0.066 2.163 -2.943 0.0 -0.2 0.0 0.353
C -6.668 0.673 -2.718 0.1 0.0 0.0 -0.676
C -6.227 -1.350 0.964 0.0 0.0 0.0 -1.013
C -0.942 -3.485 0.118 0.0 0.0 0.0 0.342
C -5.848 1.001 -1.652 0.1 0.0 0.0 -0.482
C -4.506 5.673 -0.006 0.1 0.0 0.0 -0.804
C -4.008 1.242 1.033 0.0 0.1 0.1 -2.306
C -3.971 1.202 -3.156 -0.1 0.0 0.0 -0.155
C -3.498 3.578 -0.617 0.0 0.0 -0.1 0.914
C -0.672 2.181 -4.138 0.1 0.0 0.0 -0.905
C 0.553 4.281 -5.533 0.0 -0.1 0.0 -0.855
C -0.640 0.504 4.324 0.1 -0.1 -0.1 -1.062
C 0.478 4.658 -2.227 0.1 0.0 -0.1 -0.887
C 2.551 -0.341 -1.756 0.3 -0.2 0.0 0.915
C -4.494 1.250 -1.865 0.0 0.0 0.0 1.051
C -2.950 -2.307 4.819 0.0 0.0 -0.1 -0.984
C 1.915 2.556 -2.941 0.1 -0.2 -0.3 -0.705
C -4.416 4.298 0.142 0.1 0.0 0.0 -0.652
C 0.686 3.187 -2.133 0.0 0.0 0.0 1.766
C 1.116 -0.843 3.359 -0.2 0.2 0.1 -1.177
C -2.911 -1.938 3.484 0.0 0.0 0.0 -0.445
C 1.112 1.243 -2.758 0.0 0.2 1.2 -1.327
C -1.223 -4.944 0.486 0.1 -0.2 0.2 -0.067
C -0.891 1.029 3.079 0.1 0.0 -0.1 -0.387
C 3.777 -2.046 -0.584 0.1 0.1 -0.1 -0.323
C 0.918 5.368 -3.254 0.0 0.0 0.0 -2.064
C 0.851 -0.183 2.154 0.4 -0.1 -0.1 -0.160
C -0.299 3.058 -5.293 -0.1 0.0 0.0 -0.959
C -4.800 0.887 -4.222 0.0 0.0 0.1 -0.606
C -4.483 -0.509 5.287 0.0 0.0 0.0 -0.851
H 2.642 2.613 1.287 0.0 0.0 0.1 0.411
H -7.671 -3.500 -1.204 0.0 0.0 0.0 0.436
H 2.930 3.644 -0.121 0.1 0.1 0.0 0.396
H -5.062 3.800 0.852 0.0 -0.1 0.0 0.306
H -3.756 7.399 -1.027 0.0 0.0 0.0 0.410
H -5.039 0.714 3.627 0.0 0.0 -0.1 0.383
H -3.250 -1.282 -2.520 0.0 0.0 0.0 -0.168
H -5.212 6.235 0.588 0.0 0.0 0.0 0.428
H -1.675 1.763 2.926 0.0 0.0 0.0 0.513
H 5.695 -2.537 -1.406 0.0 0.0 0.0 0.401
H -3.754 -1.883 6.758 0.0 0.0 0.1 0.408
H 0.320 4.676 0.757 0.0 0.1 0.0 0.611
H 1.899 -1.586 3.399 0.0 0.0 0.0 0.603
H -0.910 2.887 -6.175 0.0 0.0 0.1 0.657
H -1.967 3.673 -2.125 0.0 0.0 0.0 0.146
H -2.272 -2.461 2.781 0.0 0.0 0.0 0.220
H -2.130 6.115 -2.387 0.0 0.0 0.0 0.511
H 1.531 2.341 -6.454 0.0 0.0 0.0 0.389
H -6.485 -0.702 1.793 0.0 0.0 0.1 0.452
H 0.538 -0.937 5.413 0.0 0.0 0.0 0.412
H -2.540 -2.711 -3.299 -0.1 -0.1 -0.1 0.516
H -0.814 1.178 -4.549 0.0 0.0 0.0 0.445
H 0.815 6.446 -3.268 0.0 0.1 0.0 0.420
H -6.783 0.358 -4.834 0.0 0.0 0.0 0.407
H 3.825 -2.759 0.228 0.0 0.0 0.0 0.454
H -0.546 -5.226 1.290 -0.1 0.0 -0.1 0.316
H -3.549 -2.424 -0.822 0.0 0.0 0.1 0.924
H 5.503 -0.935 -3.278 0.0 0.0 0.0 0.441
H 0.059 -3.121 -3.832 0.0 -0.1 0.0 0.624
H -5.324 -3.729 -1.938 0.0 0.0 0.0 0.504
H -5.085 0.049 5.992 0.0 0.0 0.0 0.427
H -2.230 -1.094 -3.938 0.0 0.0 -0.1 0.443
H -4.390 0.840 -5.222 0.0 0.0 0.0 0.490
H 3.204 1.891 -0.201 0.0 -0.1 -0.1 0.282
H 3.088 3.189 -4.631 0.0 0.0 0.0 0.781
H 0.014 5.161 -1.390 0.0 0.0 0.1 1.081
H 0.286 4.920 -6.365 0.0 0.0 0.0 0.368
H -3.469 1.835 1.779 -0.1 0.0 0.0 0.588
H -5.074 1.438 1.136 -0.1 0.0 0.0 1.154
H -0.093 3.351 1.826 0.0 0.0 0.1 0.515
H -8.246 -1.995 0.671 -0.1 0.0 0.0 0.440
H -1.230 0.817 5.173 0.0 0.0 0.0 0.471
H 2.872 2.590 -2.424 0.1 0.0 0.1 1.164
H 3.469 0.428 -3.544 0.0 0.0 -0.1 0.404
H -2.919 1.400 -3.318 0.0 0.0 0.0 0.144
H -1.214 3.830 0.555 0.0 0.0 0.0 0.313
H 2.295 5.326 -4.877 0.0 0.0 0.0 0.556
H 0.908 -1.568 -3.860 0.0 0.1 -0.1 0.176
H -6.274 1.044 -0.660 0.0 0.0 0.1 0.279
H -7.714 0.460 -2.548 0.0 0.0 0.0 0.480
H 1.342 -2.776 -2.660 0.0 0.0 0.0 0.264
H -2.357 -3.145 5.159 0.0 0.0 0.0 0.505
```
Forces are in eV/Å.

Calculated values
* frontier orbital gap (spin up / spin down): 5.2 / 5.2 eV
* E_LUMO (spin up / spin down): 0.15 / 0.15 eV
* ΔE to the lowest compared entry with this formula, charge and spin: 159.2 kcal/mol
* total charge: 0
* HOMO energy (spin up / spin down): -0.1865 / -0.1865 Ha

=====

# 2
The following is a DFT calculation (ωB97M-V with the def2-TZVPD basis set) of 9 unconnected molecules or ions with the total composition C54H53BF8N2O2 in a non-equilibrium geometry.

```
120
Properties=species:S:1:pos:R:3:forces:R:3:mulliken_charge:R:1
F 1.862 -1.361 7.546 0.1 -0.1 -0.1 -0.336
F 1.140 5.944 5.517 0.2 -0.1 0.0 -0.238
F -0.065 0.072 -3.282 0.0 0.1 0.1 -0.181
F -6.457 -3.621 -6.107 -0.1 0.0 0.0 -0.323
F -4.332 1.690 0.022 0.0 0.2 0.0 -0.289
F -1.116 -1.672 3.078 0.1 0.0 0.2 -0.378
F 7.512 -4.812 -6.708 0.0 0.0 0.1 -0.341
F 0.503 -3.761 -7.264 0.3 0.0 -0.3 -0.293
O 3.695 0.833 2.202 -0.1 1.3 1.5 -0.587
O -1.390 3.113 4.197 2.4 -2.7 0.5 -0.680
N 4.211 1.520 4.647 0.5 -0.4 -1.7 0.068
N -0.356 1.067 5.043 -0.1 0.7 -1.6 -0.437
C 6.329 -5.896 -8.434 0.0 -0.1 0.2 -0.390
C -2.386 -4.017 -6.501 0.2 -0.1 0.1 -0.456
C 6.009 -4.755 -10.531 0.0 0.0 -0.1 -0.473
C -0.582 2.311 -3.802 0.2 0.0 0.1 -0.476
C -1.448 3.233 -4.379 -0.1 -0.3 0.0 -0.462
C 7.216 -3.673 -8.749 0.1 0.1 0.1 -0.351
C 7.021 -4.794 -7.958 -0.3 0.0 -0.7 0.309
C -2.631 2.800 -4.971 0.0 0.0 0.0 -0.510
C -6.017 0.293 0.893 0.2 -0.1 0.1 -0.115
C -0.677 -2.519 0.922 0.1 -0.1 0.2 -0.520
C 0.250 -0.909 9.203 -0.1 -0.1 -0.1 -0.308
C 1.086 0.612 5.126 -0.1 0.5 -0.6 -0.273
C -5.126 -3.751 -6.236 0.7 -0.1 -0.1 0.239
C -2.076 0.520 -4.425 0.0 -0.2 0.1 -0.025
C -7.932 1.956 -0.259 0.1 -0.3 0.2 -0.397
C 0.895 0.351 11.153 0.0 0.0 0.0 -0.447
C -6.580 2.248 -0.407 0.1 0.2 -0.1 -0.441
C -2.218 -0.461 -0.154 0.2 -0.3 -0.1 -0.627
C -0.090 6.364 5.870 -0.9 0.3 0.3 0.263
C -2.947 1.444 -4.992 0.2 0.2 0.1 -0.718
C -2.420 5.909 6.188 0.2 0.3 0.0 -0.556
C 0.865 -2.540 -5.283 -0.2 0.0 0.0 0.068
C -0.904 0.965 -3.834 -0.5 0.6 -0.3 0.358
C 1.546 -0.801 8.726 -0.2 0.3 0.7 0.331
C 2.192 0.457 10.660 -0.3 -0.1 -0.1 -0.402
C -2.051 -0.556 1.224 0.0 0.1 0.2 -0.223
C 6.711 -3.656 -10.045 -0.1 -0.3 0.1 -0.342
C 1.155 2.836 4.211 0.1 -0.9 -0.4 -0.688
C -0.268 7.675 6.279 0.2 0.1 0.0 -0.488
C -2.613 7.226 6.595 0.0 0.0 0.0 -0.516
C 4.613 2.953 4.716 -0.1 0.7 1.0 -0.871
C -4.564 -3.774 -7.502 -0.1 0.0 -0.1 -0.373
C 2.522 -0.127 9.441 0.2 0.0 -0.1 -0.351
C 1.749 -2.004 -4.354 0.3 -0.2 -0.1 -0.419
C -1.539 8.110 6.639 -0.1 -0.3 -0.1 -0.426
C 1.362 -3.239 -6.370 0.6 0.4 0.6 0.368
C 5.816 -5.873 -9.726 0.1 0.3 0.0 -0.368
C -4.341 -3.860 -5.099 -0.1 0.0 0.2 -0.371
C 3.121 -2.164 -4.528 0.0 0.0 -0.1 -0.786
C -8.325 0.838 0.472 -0.1 0.0 0.0 -0.461
C -3.186 -3.902 -7.634 -0.1 0.0 0.3 -0.557
C 2.724 -3.410 -6.552 0.0 -0.1 -0.2 -0.659
C -5.638 1.412 0.169 -0.8 -0.2 0.1 0.357
C -1.281 -1.583 1.745 -0.1 0.1 -0.9 0.166
C -1.621 -1.399 -0.991 0.0 -0.1 0.0 -0.318
C -0.075 -0.334 10.427 0.3 0.1 0.0 -0.408
C -7.369 0.009 1.050 0.0 0.2 -0.2 -0.521
C 3.610 -2.864 -5.629 -0.3 0.1 0.1 -0.369
C 5.380 0.597 4.548 -0.1 -0.9 0.6 -1.033
C -0.853 -2.429 -0.455 -0.2 0.2 0.1 -0.632
C -0.390 2.433 4.463 0.4 0.7 0.0 0.578
C 1.681 1.348 3.825 -0.1 1.4 1.1 0.322
C -2.964 -3.999 -5.233 -0.2 0.1 -0.4 -0.423
C -1.152 5.476 5.818 0.3 -0.1 0.2 0.275
B 3.269 1.237 3.528 -0.6 0.0 -0.3 0.276
H 1.656 3.234 5.149 -0.7 -0.6 -1.0 0.255
H -8.678 2.599 -0.712 0.1 0.0 0.0 0.356
H 5.760 0.382 5.608 -0.2 0.4 -1.5 0.294
H -3.309 3.519 -5.417 0.1 -0.1 0.0 0.394
H -9.380 0.614 0.590 0.1 0.0 0.0 0.364
H -0.393 -3.161 -1.109 0.0 0.0 0.1 0.428
H 3.085 -3.964 -7.411 0.0 0.0 0.0 0.507
H 1.384 3.544 3.358 -0.9 -0.5 1.1 0.370
H 0.339 2.632 -3.329 0.0 -0.1 0.0 0.417
H -5.258 -0.346 1.328 0.0 0.1 0.0 0.350
H -0.205 -2.417 -5.167 0.0 0.0 0.0 0.267
H 6.864 -2.787 -10.675 0.0 -0.1 0.1 0.372
H -6.255 3.118 -0.965 0.0 -0.1 0.0 0.428
H -2.810 0.341 -0.573 0.1 -0.1 0.1 0.573
H 4.515 3.521 3.732 0.4 -0.7 1.1 0.264
H -0.494 -1.438 8.620 0.1 0.0 0.0 0.410
H 0.582 8.347 6.314 0.0 0.0 0.0 0.410
H 5.613 -4.739 -11.540 0.0 0.0 0.1 0.379
H 7.757 -2.823 -8.351 0.0 -0.1 0.0 0.413
H -3.870 1.108 -5.450 0.1 0.0 0.0 0.403
H 4.678 -2.984 -5.766 -0.1 0.0 0.0 0.396
H 3.528 -0.061 9.045 -0.1 0.0 0.0 0.431
H -1.084 -0.420 10.814 0.1 0.0 -0.1 0.358
H -3.604 7.565 6.880 0.1 0.0 0.0 0.356
H 6.196 -6.761 -7.796 0.0 0.1 0.0 0.416
H 6.218 0.964 3.872 -1.0 -0.5 0.8 0.326
H -2.735 -3.912 -8.620 -0.1 0.0 0.1 0.392
H 5.682 2.989 5.111 -1.4 0.1 -0.7 0.370
H 4.974 -0.408 4.173 0.8 1.3 0.4 0.338
H -5.203 -3.691 -8.373 0.0 0.0 0.1 0.419
H 0.640 0.803 12.105 0.0 0.0 -0.1 0.367
H 2.946 0.994 11.225 0.0 -0.1 -0.1 0.356
H 1.466 0.974 6.138 0.0 -0.3 -1.6 0.051
H 3.358 1.462 1.533 -0.1 -0.8 0.5 0.308
H -1.201 4.289 -4.367 0.0 -0.1 0.0 0.383
H -0.076 -3.308 1.357 0.0 0.0 0.0 0.441
H 1.209 -0.512 5.098 -0.6 1.3 0.0 0.312
H -1.692 9.137 6.953 0.1 -0.1 0.0 0.362
H 5.266 -6.727 -10.104 0.1 0.1 0.1 0.376
H -1.311 -4.121 -6.604 -0.5 0.0 0.0 0.519
H -0.985 4.458 5.490 -0.1 0.5 0.2 0.098
H -1.755 -1.326 -2.064 0.0 0.0 0.1 0.443
H 1.370 -1.465 -3.497 0.1 -0.1 -0.1 0.485
H -2.515 0.161 1.892 0.0 0.0 0.0 0.633
H 1.015 1.113 2.935 1.0 -0.3 0.9 0.078
H -7.676 -0.859 1.622 0.1 0.1 -0.1 0.358
H -2.340 -4.093 -4.350 -0.1 0.0 0.0 0.512
H -4.807 -3.835 -4.121 0.0 0.0 -0.1 0.448
H 3.812 -1.742 -3.806 -0.1 0.0 -0.1 0.394
H -0.755 0.497 4.276 -0.4 0.1 0.9 0.219
H -2.301 -0.540 -4.439 0.0 0.0 0.0 0.454
H -3.256 5.220 6.158 0.1 0.0 0.0 0.393
H 3.970 3.521 5.480 0.9 -0.8 -1.1 0.204
```
Forces are in eV/Å.

Calculated values
* frontier orbital gap: 9.2 eV
* E_LUMO: 0.27 eV
* SMILES string: CN(C)B(O)[C@H]1CNC(=O)C1.Fc1ccccc1.Fc1ccccc1.Fc1ccccc1.Fc1ccccc1.Fc1ccccc1.Fc1ccccc1.Fc1ccccc1.Fc1ccccc1
* ΔE to the lowest compared entry with this formula, charge and spin: 40.4 kcal/mol
* total charge: 0
* HOMO energy: -0.3265 Ha